Record 1
# C6H32NO11

11 unconnected molecules or ions with the total composition C6H32NO11 at a distorted geometry (ωB97M-V with the def2-TZVPD basis set, the OMol25 dataset).

Element x y z (Å)
O  -1.842  1.587  -1.057
C  -1.533  0.398  -0.555
C  -0.440  -0.294  -0.992
C  -0.002  -1.678  -0.654
C  1.249  -1.997  0.139
C  1.478  -1.861  1.443
C  2.341  -2.629  -0.750
N  0.457  0.348  -1.964
H  -2.083  -0.101  0.221
H  0.048  1.967  1.651
H  0.084  -2.179  -1.642
H  -0.814  -2.267  -0.205
H  2.350  -2.372  1.856
H  0.882  -1.195  2.033
H  2.914  -3.393  -0.229
H  3.106  -1.892  -1.045
H  1.961  -2.795  -1.767
H  1.454  0.316  -1.744
H  0.429  1.390  -1.888
H  0.115  -0.039  -2.858
H  -2.574  2.051  -0.517
H  -4.499  2.330  0.469
O  -3.888  2.940  0.038
H  -3.126  0.653  1.905
H  -3.667  3.582  0.712
O  -2.655  1.502  1.808
H  -1.758  1.359  2.139
H  0.181  0.416  1.351
O  0.154  1.095  2.033
H  -3.939  -3.324  1.114
H  -2.788  -4.263  1.623
O  -2.997  -3.498  1.081
H  3.166  1.196  -0.999
H  3.558  1.502  -2.527
O  2.859  1.575  -1.875
H  0.662  4.180  -1.269
H  1.705  3.174  -0.954
O  0.750  3.229  -1.173
H  -1.232  -1.712  -4.165
H  -1.029  -0.105  -4.503
O  -0.656  -0.967  -4.302
H  3.676  1.098  3.626
H  2.181  1.367  3.140
O  3.114  1.324  2.883
H  -3.266  -1.937  2.028
H  -4.410  -1.069  2.628
O  -3.660  -1.043  2.023
H  3.458  0.404  1.080
H  4.596  1.160  0.379
O  3.931  0.466  0.232

Calculated values
* LUMO: -2.2 eV
* energy relative to the best compared isomer or geometry (same formula, charge and spin): 141.2 kJ/mol
* multiplicity: 1
* net charge: +1
* orbital gap: 9.35 eV
* highest occupied orbital energy: -11.58 eV

Record 2
# C3H8N4O

2 unconnected molecules or ions with the total composition C3H8N4O at a distorted geometry (ωB97M-V with the def2-TZVPD basis set, the OMol25 dataset).

Element x y z (Å)
C  -0.868  -0.640  0.151
C  0.505  -0.204  -0.135
C  0.374  1.332  0.137
H  -3.115  -1.045  0.556
H  -3.449  0.783  0.208
H  -1.179  -1.725  0.356
H  -0.297  1.452  1.043
H  -0.476  1.558  -0.459
H  2.585  1.673  0.633
H  2.594  -2.412  -0.191
H  1.130  -2.456  -0.770
N  -3.045  -0.160  -0.030
N  -1.832  0.207  -0.260
N  1.742  -0.661  -0.013
N  1.632  -2.009  0.108
O  1.582  2.200  -0.116

Calculated values
* LUMO: 0.1 eV
* energy relative to the best compared isomer or geometry (same formula, charge and spin): 790.6 kJ/mol
* multiplicity: 1
* orbital gap: 8.47 eV
* highest occupied orbital energy: -8.39 eV